# 1
CHClF2O | wB97M-V/def2-TZVPD

Computed properties:
LUMO energy in eV: 0.61
Frontier orbital gap in Eh: 0.46339
2S+1: 1
Structure (SMILES): O=C(F)F.Cl
DFT total energy in Ha: -773.875256
Charge: 0

Geometry as XYZ:
```
6
Properties=species:S:1:pos:R:3:mulliken_charge:R:1
O -4.67 0.41 1.07 -0.30
C -4.34 0.06 0.03 0.61
F -4.01 0.90 -0.93 -0.16
F -4.42 -1.16 -0.52 -0.16
Cl 0.26 -0.39 0.98 -0.23
H 0.27 -1.38 1.72 0.23
```

# 2
C30H72ClN8O11V | wB97M-V/def2-TZVPD

Computed properties:
LUMO energy (spin up / spin down) in eV: -6.14 / -5.69
Frontier orbital gap (spin up / spin down) in Eh: 0.11584 / 0.13204
2S+1: 2
Expectation value of S²: 0.8140
DFT total energy in Ha: -3855.619944
Charge: +1

Geometry as XYZ:
```
123
Properties=species:S:1:pos:R:3:mulliken_charge:R:1
O 2.67 -3.87 -1.65 -0.18
V 3.97 -3.63 -2.51 1.30
Cl 0.32 -0.51 -0.58 1.43
O 1.34 0.41 -1.07 -0.76
O 0.54 -1.81 -1.16 -0.55
O 0.36 -0.60 0.86 -0.49
O -0.98 0.01 -1.00 -0.51
C 4.69 4.57 2.62 -0.83
C 3.72 4.11 3.70 -0.65
N 3.71 2.69 4.03 0.11
C 4.92 2.22 4.67 -0.13
C 5.24 2.93 5.94 -1.50
C 3.38 1.85 2.90 -0.22
C 1.92 1.96 2.45 -0.98
H 5.73 4.28 2.79 0.25
H 4.63 5.65 2.48 0.42
H 4.45 4.12 1.64 0.10
H 4.02 4.66 4.60 0.39
H 2.72 4.45 3.45 0.34
H 4.75 1.16 4.88 0.31
H 5.80 2.26 3.98 0.26
H 5.55 3.96 5.84 0.35
H 4.37 2.88 6.60 0.35
H 6.01 2.38 6.49 0.43
H 3.54 0.81 3.19 0.18
H 4.08 2.02 2.06 0.14
H 1.87 1.64 1.39 -0.04
H 1.47 2.94 2.46 0.43
H 1.35 1.17 2.93 0.24
C -5.97 3.26 -2.69 -1.60
C -4.95 3.14 -1.58 -0.43
N -5.53 2.61 -0.36 0.43
C -4.48 2.06 0.50 -0.99
C -4.24 0.58 0.14 -0.05
C -6.44 3.55 0.29 -0.48
C -7.48 2.85 1.16 -1.24
H -6.70 2.45 -2.67 0.35
H -5.50 3.26 -3.68 0.42
H -6.54 4.20 -2.65 0.45
H -4.12 2.54 -1.96 0.35
H -4.51 4.14 -1.40 0.37
H -3.58 2.69 0.42 0.33
H -4.77 2.10 1.55 0.42
H -4.28 0.42 -0.93 -0.13
H -3.20 0.39 0.46 -0.21
H -4.91 -0.10 0.65 0.27
H -6.94 4.15 -0.47 0.37
H -5.84 4.26 0.89 0.36
H -7.01 2.14 1.84 0.28
H -8.23 2.38 0.52 0.30
H -7.98 3.60 1.78 0.39
C -2.99 -2.10 -3.17 0.12
O -2.96 -3.29 -3.47 -0.70
N -3.68 -1.15 -3.85 0.27
C -3.57 0.28 -3.54 -1.13
C -4.52 -1.51 -4.97 -1.13
H -2.44 -1.70 -2.30 0.45
H -2.72 0.44 -2.87 0.21
H -4.48 0.61 -3.03 0.51
H -3.41 0.87 -4.44 0.40
H -4.67 -2.58 -4.99 0.33
H -5.48 -1.00 -4.90 0.35
H -4.06 -1.24 -5.93 0.33
C -3.05 -5.71 -0.24 0.24
O -3.65 -6.75 -0.20 -0.57
N -1.81 -5.51 0.24 0.12
C -1.22 -4.21 0.25 -0.20
C -1.19 -6.50 1.08 -0.99
H -3.47 -4.81 -0.73 0.25
H -0.17 -4.31 -0.04 0.09
H -1.33 -3.73 1.23 0.36
H -1.75 -3.58 -0.46 -0.29
H -1.35 -6.27 2.14 0.34
H -1.62 -7.47 0.83 0.34
H -0.12 -6.56 0.87 0.27
C 3.72 -0.35 -2.36 0.06
O 3.88 -1.52 -2.70 -0.28
N 4.64 0.46 -1.90 0.34
C 4.28 1.87 -1.61 -0.86
C 6.03 0.10 -1.72 -1.01
H 2.74 0.11 -2.44 0.41
H 3.33 2.12 -2.07 0.30
H 5.02 2.52 -2.09 0.37
H 4.29 2.08 -0.54 0.24
H 6.19 -0.94 -2.00 0.25
H 6.68 0.74 -2.33 0.41
H 6.34 0.26 -0.68 0.28
C 5.48 -2.49 0.27 0.00
O 4.93 -3.16 -0.62 -0.61
N 4.82 -1.85 1.20 0.40
C 5.49 -1.23 2.30 -0.88
C 3.35 -1.74 1.18 -0.07
H 6.56 -2.35 0.33 0.41
H 6.57 -1.24 2.14 0.35
H 5.27 -1.71 3.25 0.33
H 5.18 -0.18 2.35 0.28
H 2.94 -2.37 1.96 0.40
H 3.06 -0.70 1.31 -0.06
H 2.97 -2.12 0.24 -0.32
C -1.49 1.79 2.66 -0.08
O -1.46 2.99 2.66 -0.68
N -2.06 1.04 3.63 0.17
C -2.21 -0.39 3.45 -0.71
C -2.84 1.66 4.69 -1.08
H -1.03 1.20 1.85 0.63
H -1.34 -0.80 2.92 0.09
H -3.12 -0.65 2.90 0.26
H -2.22 -0.89 4.42 0.39
H -2.56 2.71 4.77 0.34
H -3.91 1.61 4.45 0.32
H -2.62 1.18 5.65 0.34
C 1.66 -3.52 -5.00 0.15
O 2.63 -3.28 -4.23 -0.66
N 0.64 -2.71 -5.10 0.23
C -0.48 -3.00 -5.98 -0.74
C 0.57 -1.53 -4.29 0.29
H 1.55 -4.43 -5.60 0.33
H -0.26 -3.85 -6.62 0.30
H -0.73 -2.13 -6.57 0.29
H -1.32 -3.29 -5.34 0.30
H -0.24 -1.61 -3.56 0.00
H 1.47 -1.38 -3.71 -0.68
H 0.36 -0.63 -4.87 0.33
```

# 3
C3H11NS2 | wB97M-V/def2-TZVPD

Computed properties:
LUMO energy in eV: 0.37
Frontier orbital gap in Eh: 0.30894
2S+1: 1
Structure (SMILES): CNC.CSS
DFT total energy in Ha: -971.971073
Charge: 0

Geometry as XYZ:
```
17
Properties=species:S:1:pos:R:3:mulliken_charge:R:1
C -3.70 0.40 1.43 -0.87
N -2.50 0.23 0.65 -0.17
C -2.27 -1.13 0.19 -0.83
H -3.49 0.17 2.47 0.30
H -4.17 1.37 1.25 0.31
H -4.52 -0.31 1.23 0.28
H -1.67 0.80 0.73 0.15
H -1.91 -1.20 -0.84 0.27
H -3.28 -1.50 0.07 0.37
H -1.64 -1.81 0.82 0.19
C 2.34 -1.18 0.55 -0.79
S 1.27 0.20 0.26 -0.03
S 1.82 0.70 -1.71 -0.22
H 2.69 -1.62 -0.39 0.33
H 1.84 -1.97 1.16 0.25
H 3.27 -0.89 1.06 0.29
H 2.03 2.06 -1.71 0.16
```

# 4
C20H26N2O2 | wB97M-V/def2-TZVPD

Computed properties:
LUMO energy in eV: 0.61
Frontier orbital gap in Eh: 0.34670
2S+1: 1
Structure (SMILES): Cc1ccc(-c2c(CC(=O)O)c(C)nc(CC(C)C)c2CN)cc1
DFT total energy in Ha: -1037.629874
Charge: 0

Geometry as XYZ:
```
50
Properties=species:S:1:pos:R:3:mulliken_charge:R:1
C -2.78 -4.21 3.81 -1.36
C -2.14 -3.12 2.98 1.00
C -2.54 -1.82 2.80 -0.89
C -1.71 -0.94 1.95 -0.05
C -0.53 -1.31 1.30 0.22
C 0.26 -0.32 0.48 0.71
C 1.35 0.31 1.06 -0.10
C 1.71 -0.06 2.51 -0.12
C 2.36 1.14 3.33 0.17
O 1.67 2.03 3.81 -0.58
O 3.71 1.08 3.67 -0.44
C 2.03 1.19 0.28 0.46
C 3.36 1.90 0.59 -1.27
N 1.79 1.33 -1.05 -0.67
C 0.77 0.70 -1.66 0.48
C 0.58 1.00 -3.16 -1.29
C 0.21 2.45 -3.48 0.96
C 0.43 2.63 -4.95 -1.49
C -1.11 2.78 -2.94 -1.22
C -0.13 -0.18 -0.90 0.07
C -1.06 -1.02 -1.70 -1.65
N -2.30 -0.29 -1.93 -0.36
C -0.19 -2.65 1.49 -0.29
C -1.01 -3.51 2.28 -0.82
H -1.94 -4.78 4.29 0.33
H -3.38 -3.78 4.62 0.38
H -3.41 -4.89 3.20 0.25
H -3.46 -1.69 3.39 0.33
H -2.10 0.11 1.89 0.38
H 0.84 -0.29 3.22 0.28
H 2.36 -0.99 2.42 0.29
H 3.68 2.00 3.98 0.33
H 4.08 1.28 1.22 0.40
H 3.99 1.97 -0.32 0.40
H 3.06 2.95 0.81 0.27
H 1.56 0.81 -3.71 0.36
H -0.17 0.34 -3.63 0.34
H 0.97 3.06 -2.92 0.20
H -0.16 3.47 -5.46 0.33
H 1.49 2.55 -5.19 0.38
H -0.01 1.81 -5.54 0.34
H -1.69 3.45 -3.57 0.42
H -1.69 1.88 -2.99 0.28
H -1.12 3.15 -1.86 0.20
H -1.32 -1.97 -1.34 0.46
H -0.66 -1.24 -2.72 0.38
H -2.83 0.02 -1.08 0.19
H -2.87 -0.77 -2.61 0.21
H 0.64 -3.11 0.94 0.44
H -0.58 -4.45 2.43 0.36
```

# 5
C5H9NO | wB97M-V/def2-TZVPD

Computed properties:
LUMO energy in eV: 1.07
Frontier orbital gap in Eh: 0.37426
2S+1: 1
Structure (SMILES): C[C@H]1CC/C1=N\O
DFT total energy in Ha: -325.780340
Charge: 0

Geometry as XYZ:
```
16
Properties=species:S:1:pos:R:3:mulliken_charge:R:1
C -1.28 -1.52 0.01 -1.18
C -0.75 -0.12 -0.62 -0.16
C -0.75 1.54 -0.35 -0.49
C 0.76 1.48 0.02 -0.42
C 0.65 -0.01 -0.11 0.43
N 1.17 -1.01 0.46 -0.35
O 2.29 -0.72 1.21 -0.43
H -2.14 -1.91 -0.53 0.39
H -1.47 -1.52 1.10 0.30
H -0.52 -2.33 -0.07 0.30
H -0.93 -0.20 -1.70 0.21
H -0.88 2.13 -1.27 0.24
H -1.38 2.00 0.41 0.31
H 1.04 1.80 1.03 0.23
H 1.46 1.95 -0.68 0.25
H 2.75 -1.55 1.10 0.37
```

# 6
C30H73F6N4O9PPb | wB97M-V/def2-TZVPD

Computed properties:
LUMO energy in eV: 0.43
Frontier orbital gap in Eh: 0.22724
2S+1: 1
DFT total energy in Ha: -3216.414421
Charge: 0

Geometry as XYZ:
```
124
Properties=species:S:1:pos:R:3:mulliken_charge:R:1
Pb -8.84 -1.51 -1.71 1.61
C -9.35 -1.51 3.79 -1.54
C -10.60 -1.21 2.95 1.72
C -11.80 -0.70 3.79 -1.45
C -11.70 0.76 4.29 -0.66
C -11.43 1.62 3.12 -1.26
C -10.20 1.24 2.28 1.77
N -10.33 -0.19 1.87 -0.41
O -9.49 -0.62 0.76 1.09
C -8.89 1.59 3.03 -1.74
C -10.22 2.15 0.98 -1.87
C -11.19 -2.51 2.32 -1.43
H -9.58 -2.39 4.40 0.48
H -9.18 -0.71 4.51 0.36
H -8.44 -1.69 3.22 0.03
H -11.96 -1.30 4.68 0.39
H -12.76 -0.79 3.29 0.43
H -10.91 0.77 5.04 0.29
H -12.68 1.00 4.72 0.41
H -11.37 2.65 3.48 0.30
H -12.26 1.55 2.42 0.40
H -9.02 1.55 4.12 0.39
H -8.57 2.63 2.92 0.46
H -8.07 0.97 2.68 0.10
H -9.35 1.93 0.36 -0.06
H -10.23 3.24 1.06 0.51
H -11.08 1.93 0.35 0.30
H -11.88 -2.25 1.52 0.21
H -11.74 -3.14 3.01 0.43
H -10.37 -3.04 1.84 -0.06
P -7.33 -1.33 -5.20 1.89
F -8.49 -0.67 -4.26 -0.55
F -7.72 -0.23 -6.35 -0.36
F -6.26 -0.17 -4.73 -0.46
F -6.08 -1.93 -6.04 -0.38
F -7.01 -2.29 -3.90 -0.84
F -8.40 -2.43 -5.73 -0.44
C -10.24 1.66 -2.73 -1.25
O -9.17 1.03 -2.04 0.64
C -7.99 1.81 -2.03 -1.54
C -6.96 1.14 -1.09 -0.75
N -6.62 -0.20 -1.56 0.31
C -5.61 -0.77 -0.62 -0.17
C -4.23 -0.08 -0.81 -1.02
O -3.89 0.07 -2.17 -0.38
C -3.55 -1.15 -2.93 -0.30
H -10.52 2.61 -2.28 0.28
H -11.19 1.13 -2.78 0.19
H -9.97 1.95 -3.74 0.38
H -8.21 2.82 -1.68 0.46
H -7.67 1.89 -3.06 0.73
H -7.29 1.07 -0.05 0.45
H -6.10 1.81 -1.06 0.40
H -5.97 -0.06 -2.32 0.01
H -5.40 -1.81 -0.87 -0.29
H -6.05 -0.71 0.38 0.46
H -3.45 -0.64 -0.30 0.49
H -4.16 0.91 -0.37 0.33
H -2.89 -1.86 -2.43 0.38
H -3.19 -0.77 -3.88 0.34
H -4.49 -1.65 -3.17 -0.12
C -12.35 -0.78 -1.35 -1.16
O -11.35 -1.46 -2.09 0.39
C -11.88 -2.61 -2.80 -1.06
C -10.80 -3.36 -3.58 -0.83
N -9.62 -3.70 -2.81 1.66
C -9.96 -4.59 -1.72 -1.07
C -8.74 -4.77 -0.81 0.46
O -8.26 -3.51 -0.44 0.62
C -7.31 -3.59 0.63 -0.43
H -11.80 0.02 -0.85 0.13
H -12.86 -1.33 -0.56 0.32
H -13.07 -0.35 -2.05 0.30
H -12.65 -2.33 -3.51 0.56
H -12.36 -3.29 -2.10 0.47
H -10.43 -2.70 -4.36 0.08
H -11.17 -4.24 -4.11 0.55
H -8.99 -4.28 -3.35 -1.11
H -10.18 -5.60 -2.06 0.20
H -10.81 -4.30 -1.11 0.45
H -7.97 -5.19 -1.44 -0.82
H -9.02 -5.41 0.02 0.62
H -6.54 -4.30 0.34 -0.41
H -7.78 -3.95 1.55 0.37
H -6.90 -2.60 0.80 -0.05
C -9.70 -8.73 -1.87 -0.93
O -8.51 -8.04 -1.70 0.03
C -7.31 -8.79 -1.77 -0.83
C -6.04 -8.03 -1.43 -1.05
N -5.84 -6.91 -2.34 0.04
C -5.01 -5.94 -1.70 -1.14
C -4.81 -4.72 -2.65 0.66
O -3.99 -5.08 -3.79 -0.49
C -3.95 -4.20 -4.90 -0.39
H -10.55 -8.05 -1.90 0.22
H -9.77 -9.48 -1.08 0.35
H -9.73 -9.27 -2.81 0.36
H -7.17 -9.11 -2.80 0.36
H -7.28 -9.72 -1.20 0.54
H -5.17 -8.68 -1.51 0.49
H -5.96 -7.83 -0.36 0.46
H -5.31 -7.19 -3.15 0.34
H -4.05 -6.39 -1.45 0.65
H -5.42 -5.66 -0.73 0.02
H -4.24 -3.95 -2.14 0.29
H -5.73 -4.18 -2.91 -0.41
H -4.93 -3.81 -5.17 0.08
H -3.35 -4.64 -5.70 0.32
H -3.35 -3.33 -4.63 0.15
C -7.69 -5.48 -5.11 -0.59
O -8.37 -6.15 -4.06 -0.65
H -7.02 -4.69 -4.77 -0.11
H -7.02 -6.12 -5.68 0.41
H -8.41 -4.97 -5.76 0.28
H -7.76 -6.54 -3.43 0.19
C -11.06 0.96 -7.08 -1.29
C -11.14 -0.32 -6.22 0.86
O -12.50 -0.72 -6.07 -0.56
H -11.62 1.76 -6.60 0.33
H -11.49 0.84 -8.07 0.33
H -10.04 1.33 -7.07 0.33
H -10.65 -0.14 -5.26 -0.59
H -10.45 -1.04 -6.68 0.21
H -12.81 -0.19 -5.33 0.35
```

# 7
C40H36BrN7O13PbS | wB97M-V/def2-TZVPD

Computed properties:
LUMO energy in eV: 3.13
Frontier orbital gap in Eh: 0.22879
2S+1: 1
DFT total energy in Ha: -6072.411628
Charge: -2

Geometry as XYZ:
```
99
Properties=species:S:1:pos:R:3:mulliken_charge:R:1
Pb -0.62 0.31 0.33 1.83
C 6.92 1.23 -1.76 -1.46
C 5.85 0.17 -1.84 1.09
C 4.91 0.04 -0.83 -1.31
C 3.89 -0.89 -0.91 -0.03
C 3.81 -1.72 -2.02 0.10
C 4.74 -1.61 -3.05 -0.47
C 5.75 -0.66 -2.95 -0.72
S 2.49 -2.92 -2.12 0.83
O 2.63 -3.73 -0.93 -0.50
O 2.68 -3.60 -3.39 -0.81
N 1.19 -2.06 -1.96 -0.03
C 0.64 -1.27 -2.93 0.04
C 0.93 -1.29 -4.32 -0.70
C 0.26 -0.44 -5.17 -0.43
C -0.71 0.43 -4.66 -0.92
C -0.91 0.42 -3.30 -0.64
N -0.25 -0.37 -2.45 0.39
H 7.29 1.34 -0.73 0.36
H 6.53 2.20 -2.07 0.21
H 7.77 0.99 -2.40 0.38
H 4.97 0.69 0.05 0.43
H 3.14 -0.98 -0.12 0.66
H 4.66 -2.26 -3.91 0.50
H 6.48 -0.56 -3.75 0.33
H 1.65 -2.00 -4.69 0.46
H 0.47 -0.47 -6.23 0.36
H -1.27 1.10 -5.30 0.44
H -1.63 1.09 -2.84 0.61
N -1.72 2.11 1.93 -0.38
C -1.63 1.92 3.39 -0.77
C -0.26 1.38 3.81 -0.61
C -0.18 -0.14 3.68 0.46
O 0.40 -0.77 4.58 -0.82
O -0.73 -0.64 2.65 -0.14
H -1.47 3.04 1.64 0.19
H -2.67 1.92 1.60 0.27
H -2.39 1.18 3.65 0.27
H -1.87 2.84 3.93 0.41
H -0.02 1.65 4.84 0.32
H 0.51 1.82 3.16 0.12
O -2.02 4.60 -1.54 -0.77
C -1.24 3.67 -1.32 -0.16
O -1.46 2.50 -0.91 -0.49
C 0.23 3.95 -1.63 0.24
C 1.02 2.95 -2.19 0.60
C 2.32 3.25 -2.54 -0.44
C 2.90 4.48 -2.31 -0.34
C 2.09 5.44 -1.74 -0.13
C 0.76 5.21 -1.42 -0.86
N 2.67 6.78 -1.49 1.05
O 1.99 7.59 -0.89 -0.63
O 3.78 7.00 -1.93 -0.64
N 3.14 2.21 -3.22 1.00
O 4.33 2.43 -3.34 -0.66
O 2.56 1.24 -3.64 -0.42
H 0.62 1.96 -2.36 0.48
H 3.92 4.68 -2.57 0.64
H 0.13 6.00 -1.03 0.54
Br -8.13 -3.36 2.09 -0.26
C -6.23 -3.24 2.05 0.10
C -5.48 -4.32 2.47 -0.44
C -4.09 -4.22 2.45 -0.52
C -3.48 -3.07 1.98 -0.37
C -4.25 -2.00 1.56 0.21
C -5.63 -2.07 1.60 -0.55
C -3.56 -0.74 1.06 0.50
O -4.03 0.35 1.39 -0.80
O -2.53 -0.98 0.35 -0.69
H -5.97 -5.22 2.82 0.40
H -3.50 -5.06 2.79 0.36
H -2.40 -2.98 1.95 0.57
H -6.22 -1.21 1.30 0.50
C 1.39 -5.36 3.17 -1.22
N 1.39 -4.59 1.94 0.02
N 1.91 -3.30 2.07 1.15
C 1.17 -2.41 1.30 -0.53
O 1.51 -1.25 1.10 -0.52
C 0.04 -3.17 0.83 -0.49
C 0.20 -4.43 1.25 0.56
C -0.70 -5.61 1.06 -1.97
C 3.27 -3.09 2.39 -0.64
C 3.60 -1.95 3.10 0.02
C 4.93 -1.70 3.40 -0.78
C 5.92 -2.60 3.01 -0.48
C 5.57 -3.75 2.31 -0.79
C 4.25 -3.99 1.99 0.42
H 2.37 -5.28 3.64 0.40
H 1.20 -6.40 2.93 0.42
H 0.63 -5.00 3.89 0.27
H -0.74 -2.79 0.19 0.66
H -1.49 -5.35 0.36 0.48
H -1.16 -5.91 2.01 0.29
H -0.14 -6.46 0.66 0.38
H 2.81 -1.28 3.42 0.42
H 5.20 -0.81 3.95 0.42
H 6.96 -2.40 3.25 0.38
H 6.34 -4.44 1.99 0.35
H 3.96 -4.85 1.38 0.40
```

# 8
C18H14Cl2N2O2S2 | wB97M-V/def2-TZVPD

Computed properties:
LUMO energy in eV: 0.19
Frontier orbital gap in Eh: 0.32422
2S+1: 1
Structure (SMILES): Cc1nc(CS(=O)(=O)c2ccccc2)cc(Sc2ccc(Cl)cc2Cl)n1
DFT total energy in Ha: -2671.083135
Charge: 0

Geometry as XYZ:
```
40
Properties=species:S:1:pos:R:3:mulliken_charge:R:1
C 2.40 -1.50 2.13 -1.21
C 1.74 -0.31 1.51 0.45
N 0.49 -0.05 1.86 -0.54
C -0.09 1.00 1.31 0.53
C -1.55 1.16 1.53 -0.94
S -2.28 0.65 -0.09 1.53
O -1.53 -0.46 -0.60 -0.65
O -2.37 1.83 -0.90 -0.69
C -3.93 0.10 0.35 0.04
C -4.98 0.98 0.27 -0.31
C -6.25 0.55 0.65 -0.62
C -6.43 -0.75 1.09 -0.34
C -5.36 -1.63 1.16 -0.64
C -4.09 -1.20 0.79 -0.39
C 0.58 1.84 0.42 -0.45
C 1.86 1.43 0.07 0.29
S 2.77 2.28 -1.17 -0.26
C 3.73 0.91 -1.77 0.03
C 5.11 1.02 -1.82 -0.37
C 5.89 -0.01 -2.30 -0.68
C 5.27 -1.17 -2.73 0.41
Cl 6.22 -2.48 -3.33 -0.21
C 3.89 -1.30 -2.70 -0.73
C 3.11 -0.25 -2.23 0.56
Cl 1.39 -0.42 -2.23 -0.08
N 2.44 0.38 0.63 -0.37
H 2.09 -1.60 3.16 0.38
H 3.48 -1.40 2.06 0.36
H 2.10 -2.39 1.59 0.25
H -1.91 0.49 2.30 0.46
H -1.86 2.19 1.70 0.44
H -4.80 1.98 -0.09 0.43
H -7.09 1.23 0.59 0.39
H -7.41 -1.08 1.38 0.39
H -5.51 -2.64 1.51 0.39
H -3.24 -1.86 0.82 0.44
H 0.10 2.68 -0.05 0.46
H 5.58 1.93 -1.47 0.42
H 6.97 0.08 -2.34 0.42
H 3.42 -2.20 -3.05 0.43
```